[1]
4 unconnected molecules or ions with the total composition H9O4, computed with ωB97M-V/def2-TZVPD.

The geometry in ORCA input format:
```
! wB97M-V def2-TZVPD RIJCOSX def2/J DEFGRID3
* xyz 2 2
O -0.597 -0.020 -1.451
H -0.076 -0.712 -1.874
H -1.434 -0.544 -1.340
O 0.099 -2.158 0.141
H 0.880 -2.750 0.272
H -0.629 -2.729 0.239
O 0.727 2.424 0.287
H 0.405 2.859 -0.556
H 0.317 3.008 0.876
O -0.153 0.219 1.040
H 0.314 -0.491 1.529
H 0.467 1.084 0.749
H -0.320 -0.191 0.086
*
```

Relative energy (zero: lowest compared OMol25 entry of this formula, charge and spin) ... 2.510 eV
Molecular weight ... 73.07 g mol⁻¹
⟨S²⟩ ... 0.76
Gap between HOMO and LUMO (spin up / spin down) ... 13.53 / 4.34 eV

[2]
2 unconnected molecules or ions with the total composition C2H8NO, computed with ωB97M-V/def2-TZVPD.

The geometry in ORCA input format:
```
! wB97M-V def2-TZVPD RIJCOSX def2/J DEFGRID3
* xyz -2 2
N 1.016 -2.608 -1.285
H 1.964 -2.789 -1.753
H 0.397 -2.085 -1.874
H 0.651 -3.553 -1.105
C -0.579 1.546 1.536
O -1.375 2.625 1.594
C -0.395 1.174 0.038
H -1.015 0.642 2.017
H 0.448 1.695 1.970
H 0.285 0.320 -0.213
H 0.004 2.025 -0.558
H -1.401 1.007 -0.368
*
```

Relative energy (zero: lowest compared OMol25 entry of this formula, charge and spin) ... 0.000 eV
Molecular weight ... 62.09 g mol⁻¹
⟨S²⟩ ... 0.75
Gap between HOMO and LUMO (spin up / spin down) ... 3.72 / 6.97 eV

[3]
9 unconnected molecules or ions with the total composition C34H46N8O, computed with ωB97M-V/def2-TZVPD.

The geometry in ORCA input format:
```
! wB97M-V def2-TZVPD RIJCOSX def2/J DEFGRID3
* xyz 0 1
C 4.998 2.538 -0.600
C 4.332 3.754 -0.206
C 2.989 3.568 -0.316
N 2.773 2.284 -0.741
C 3.957 1.624 -0.932
H 6.040 2.339 -0.710
H 4.762 4.675 0.125
H 2.162 4.237 -0.041
H 1.858 1.856 -0.768
H 3.972 0.579 -1.263
C -0.100 0.856 0.446
C -1.070 0.109 -0.219
C -0.667 -1.264 -0.209
N 0.560 -1.291 0.377
C 0.885 -0.035 0.732
H -0.125 1.866 0.799
H -1.965 0.435 -0.725
H -1.148 -2.130 -0.620
H 1.147 -2.113 0.492
H 1.807 0.166 1.247
C -4.564 -2.416 0.838
C -4.509 -2.917 2.152
C -3.848 -4.112 2.191
N -3.423 -4.373 0.927
C -3.917 -3.397 0.105
H -4.997 -1.497 0.522
H -5.054 -2.537 3.025
H -3.547 -4.662 3.061
H -2.941 -5.222 0.655
H -3.605 -3.378 -0.927
C -1.565 -1.461 -3.886
C -2.726 -1.061 -4.589
C -2.393 -0.903 -5.934
N -1.075 -1.239 -6.057
C -0.533 -1.540 -4.846
H -1.450 -1.660 -2.836
H -3.702 -0.873 -4.176
H -2.886 -0.580 -6.831
H -0.576 -1.253 -6.905
H 0.513 -1.860 -4.816
C 3.920 -0.254 4.537
C 3.056 0.632 3.818
C 3.742 1.316 2.826
N 5.056 0.829 2.897
C 5.162 -0.111 3.886
H 3.698 -0.948 5.301
H 2.042 0.847 4.004
H 3.441 2.047 2.060
H 5.680 0.949 2.151
H 6.037 -0.734 4.033
C 2.611 -3.987 0.955
C 1.343 -4.319 1.526
C 1.155 -3.440 2.554
N 2.285 -2.670 2.687
C 3.199 -3.054 1.733
H 3.032 -4.477 0.047
H 0.568 -4.975 1.146
H 0.241 -3.251 3.171
H 2.459 -1.840 3.257
H 4.164 -2.521 1.743
C -2.519 3.084 -2.813
C -2.174 4.405 -2.461
C -2.600 5.269 -3.486
N -3.265 4.499 -4.368
C -3.269 3.202 -3.995
H -2.366 2.212 -2.176
H -1.623 4.705 -1.611
H -2.401 6.357 -3.597
H -3.696 4.921 -5.155
H -3.785 2.501 -4.647
C -0.607 -0.596 4.437
C -1.633 -0.666 3.347
C -2.190 0.734 3.355
O -2.007 1.214 4.708
C -0.731 0.743 5.107
H 0.361 -0.737 3.973
H -0.865 -1.380 5.104
H -2.380 -1.450 3.535
H -1.232 -0.987 2.376
H -3.228 0.912 3.120
H -1.660 1.430 2.639
H -0.793 0.694 6.212
H 0.066 1.446 4.949
C -0.142 1.956 -4.966
C 0.896 1.274 -5.747
N 1.698 0.749 -6.359
H -0.721 2.554 -5.633
H 0.313 2.651 -4.232
H -0.702 1.152 -4.491
*
```

Relative energy (zero: lowest compared OMol25 entry of this formula, charge and spin) ... 0.782 eV
Molecular weight ... 582.80 g mol⁻¹
Gap between HOMO and LUMO ... 8.77 eV

[4]
A single C4H5NO molecule, computed with ωB97M-V/def2-TZVPD.

The geometry in ORCA input format:
```
! wB97M-V def2-TZVPD RIJCOSX def2/J DEFGRID3
* xyz 0 1
C -1.329 -0.276 -0.265
C -0.329 0.649 0.376
O 0.399 0.151 1.490
C 1.123 0.416 0.303
C 1.644 -0.733 -0.426
N 2.068 -1.621 -1.033
H -2.332 -0.081 0.125
H -1.352 -0.136 -1.350
H -1.071 -1.317 -0.052
H -0.633 1.691 0.484
H 1.812 1.258 0.350
*
```

Relative energy (zero: lowest compared OMol25 entry of this formula, charge and spin) ... 1.561 eV
Molecular weight ... 83.09 g mol⁻¹
Gap between HOMO and LUMO ... 11.97 eV